[1]
The following is a quantum chemistry calculation of a molecular structure, C54H63BrN9O2P2RuS, from the Open Molecules 2025 dataset.

```
! RIJCOSX wB97M-V def2-TZVPD def2/J DEFGRID3
* xyz 3 1
Ru -0.1016 -0.2487 -0.8783
Br -6.2288 -8.7892 2.0016
C -6.2148 -7.4065 0.7711
C -6.5574 -7.6686 -0.5596
C -6.5479 -6.6368 -1.4665
C -6.1584 -5.3519 -1.0434
C -5.8363 -5.0841 0.3042
C -5.8679 -6.1104 1.2065
N -6.1948 -4.3868 -2.0105
N -5.8196 -3.2361 -1.8924
C -4.8751 -2.4431 -1.5432
C -5.2519 -1.0816 -1.1900
C -4.3358 -0.1707 -0.8403
C -2.9212 -0.4930 -0.9013
O -2.0520 0.3595 -0.6849
C -2.5214 -1.8561 -1.2722
N -1.1957 -2.0804 -1.2943
C -0.7590 -3.2883 -1.6307
C -1.6297 -4.3131 -2.0048
C -2.9888 -4.0823 -2.0028
C -3.4612 -2.8332 -1.5971
H -6.8392 -8.6667 -0.8618
H -6.8229 -6.7939 -2.5008
H -5.5949 -4.0779 0.6222
H -5.6435 -5.9410 2.2493
H -6.3051 -0.8360 -1.1921
H -4.6208 0.8307 -0.5469
H 0.3133 -3.4416 -1.6257
H -1.2275 -5.2711 -2.3008
H -3.6700 -4.8597 -2.3237
C 6.6088 -1.1592 -0.7604
C 5.6372 -0.0096 -0.5394
N 4.2566 -0.3513 -0.9107
C 3.4065 -1.0393 -0.1574
S 1.8626 -1.5534 -0.8511
N 3.7655 -1.4163 1.0543
C 3.0003 -2.2132 2.0046
C 3.6037 -3.5978 2.1653
H 7.6065 -0.8610 -0.4423
H 6.6587 -1.4286 -1.8144
H 6.3264 -2.0492 -0.1965
H 5.9143 0.8499 -1.1488
H 5.6409 0.3403 0.4956
H 3.9919 -0.2295 -1.8746
H 4.7210 -1.2240 1.3248
H 1.9758 -2.2582 1.6423
H 3.0016 -1.6689 2.9523
H 3.6109 -4.1313 1.2151
H 3.0294 -4.1813 2.8843
H 4.6278 -3.5428 2.5350
C 2.3618 2.3570 -0.0011
P 0.8337 1.9620 -0.9339
C -0.2644 3.2904 -0.3582
C -1.2874 2.9787 0.5338
C -2.0990 3.9785 1.0517
C -1.9091 5.2968 0.6705
C -0.8655 5.6242 -0.1835
C -0.0340 4.6318 -0.6771
C 1.4160 2.2418 -2.6574
C 2.1679 1.2170 -3.2318
C 2.7148 1.3464 -4.5024
C 2.5111 2.5113 -5.2266
C 1.7512 3.5309 -4.6739
C 1.2028 3.3980 -3.4060
P 2.4777 1.5806 1.6793
C 4.0651 2.3007 2.2565
C 4.3502 2.1739 3.6184
C 5.4910 2.7405 4.1583
C 6.3820 3.4253 3.3411
C 6.1282 3.5301 1.9832
C 4.9782 2.9673 1.4418
C 1.2980 2.5956 2.6423
C 0.3869 1.9389 3.4607
C -0.4848 2.6556 4.2713
C -0.4476 4.0396 4.2675
C 0.4650 4.7080 3.4569
C 1.3362 3.9897 2.6589
H 2.3990 3.4460 0.0936
H 3.1996 2.0267 -0.6144
H -1.4405 1.9553 0.8484
H -2.8755 3.7261 1.7621
H -2.5568 6.0733 1.0547
H -0.6898 6.6558 -0.4568
H 0.8137 4.9225 -1.2798
H 2.2974 0.2854 -2.6942
H 3.2937 0.5364 -4.9278
H 2.9292 2.6181 -6.2181
H 1.5805 4.4411 -5.2329
H 0.5847 4.1948 -3.0284
H 3.6620 1.6399 4.2652
H 5.6861 2.6544 5.2184
H 7.2725 3.8706 3.7623
H 6.8195 4.0615 1.3431
H 4.8022 3.0722 0.3799
H 0.3746 0.8537 3.4642
H -1.1815 2.1394 4.9204
H -1.1141 4.6021 4.9074
H 0.5059 5.7886 3.4663
H 2.0676 4.5219 2.0610
N -0.3830 -0.7355 1.1901
C -0.6440 -1.3284 2.1479
N -0.9088 -1.9295 3.2714
C -1.2696 -1.1771 4.4881
C -0.2170 -1.4400 5.5524
O -0.0518 -2.8285 5.7589
C 0.3880 -3.4931 4.5975
C -0.6392 -3.3586 3.4830
H -2.2438 -1.5332 4.8298
H -1.3403 -0.1170 4.2487
H -0.5319 -1.0125 6.5027
H 0.7385 -0.9847 5.2574
H 0.5265 -4.5414 4.8590
H 1.3498 -3.0767 4.2672
H -1.5725 -3.8382 3.7878
H -0.2884 -3.8089 2.5545
C -2.3550 3.1847 -4.4851
C -2.1807 1.6744 -4.3659
C -3.5507 0.9990 -4.2444
C -1.4368 1.1429 -5.5868
N -1.3713 1.4539 -3.1503
N -0.7717 0.1676 -3.0337
H -3.0522 3.4258 -5.2867
H -1.4002 3.6609 -4.7022
H -2.7481 3.6070 -3.5576
H -4.1629 1.1970 -5.1231
H -4.0875 1.3792 -3.3715
H -3.4575 -0.0907 -4.1544
H -1.9500 1.4661 -6.4911
H -1.3961 0.0519 -5.6163
H -0.4183 1.5358 -5.6205
H -1.8964 1.6349 -2.3032
H 0.0535 0.1606 -3.6328
H -1.4033 -0.5603 -3.3750
*
```

The value obtained for the highest occupied orbital energy (alpha / beta) is -13.88 / -13.88 eV.



[2]
The following is a quantum chemistry calculation of a molecular structure, C54H64As3N3O2S2ScTe, from the Open Molecules 2025 dataset.

```
! RIJCOSX wB97M-V def2-TZVPD def2/J DEFGRID3
* xyz 1 1
Sc -0.7170 0.7963 0.2928
C 2.4794 1.1869 3.2037
As 0.8938 1.9947 2.4324
C 1.6931 3.7276 2.0355
C -0.0749 2.5635 4.0359
C -0.8883 1.5409 4.8503
C -1.3095 2.2673 6.1359
C -2.1787 1.1253 4.1308
As -2.1324 -0.0898 2.5913
C -4.0343 0.0232 2.2098
C -2.1488 -1.8312 3.4291
C -0.0272 0.3189 5.1953
As -0.7807 -0.9447 6.5226
C 0.0595 -0.2087 8.1281
C 0.5621 -2.3298 6.1900
H 2.7182 1.7472 4.1082
H 3.2854 1.2736 2.4774
H 2.3366 0.1325 3.4141
H 2.1644 4.1001 2.9464
H 0.9590 4.4515 1.6880
H 2.4525 3.5991 1.2647
H -0.7343 3.3853 3.7395
H 0.6973 2.9999 4.6784
H -1.8770 3.1702 5.9013
H -0.4354 2.5586 6.7213
H -1.9439 1.6355 6.7609
H -2.7094 2.0170 3.7812
H -2.8415 0.6211 4.8417
H -4.5761 -0.2343 3.1213
H -4.2830 -0.6710 1.4085
H -4.2998 1.0309 1.8976
H -2.7317 -1.7605 4.3480
H -1.1458 -2.1946 3.6354
H -2.6193 -2.5139 2.7240
H 0.9471 0.6365 5.5774
H 0.1743 -0.2762 4.2962
H -0.5336 0.6058 8.5372
H 1.0681 0.1446 7.9123
H 0.1140 -1.0031 8.8723
H 0.4144 -2.7649 5.2023
H 0.4562 -3.1167 6.9351
H 1.5676 -1.9116 6.2488
C 4.6518 -0.5718 -4.4409
C 3.6648 -0.4268 -3.3146
C 3.8896 -1.0059 -2.0712
C 3.0017 -0.8807 -1.0016
C 3.3318 -1.5040 0.3143
O 3.0144 -0.9807 1.3625
C 4.1022 -2.7908 0.3163
C 5.0456 -3.0005 1.3149
C 5.7329 -4.2028 1.3762
C 5.4608 -5.2045 0.4530
C 4.5106 -5.0005 -0.5387
C 3.8418 -3.7879 -0.6157
C 1.8312 -0.1633 -1.1917
O 0.9079 -0.0049 -0.2437
C 1.5698 0.4050 -2.4422
C 2.4691 0.2677 -3.4879
C 0.2325 1.0566 -2.5833
N -0.1312 2.0645 -1.8733
C 0.8920 2.8728 -1.2124
C 1.5750 3.7826 -2.2134
Te 0.2862 4.9083 -3.4883
C 0.6135 3.6840 -5.1611
C -0.4735 3.2244 -5.8970
C -0.2743 2.4143 -7.0083
C 1.0098 2.0536 -7.3861
C 2.0983 2.5263 -6.6650
C 1.9043 3.3481 -5.5632
C -0.7615 0.4222 -3.4742
C -0.5397 -0.8309 -4.0351
C -1.5166 -1.4240 -4.8227
C -2.7217 -0.7722 -5.0380
C -2.9521 0.4780 -4.4715
C -1.9722 1.0781 -3.7046
H 5.5666 -1.0554 -4.1021
H 4.9227 0.3989 -4.8580
H 4.2417 -1.1722 -5.2544
H 4.8045 -1.5685 -1.9157
H 5.2247 -2.2207 2.0425
H 6.4749 -4.3619 2.1466
H 5.9932 -6.1450 0.5033
H 4.2937 -5.7821 -1.2544
H 3.1029 -3.6205 -1.3898
H 2.2251 0.7048 -4.4514
H 1.6692 2.2722 -0.7219
H 0.3926 3.4709 -0.4449
H 2.1877 3.1838 -2.8871
H 2.2295 4.4920 -1.7092
H -1.4813 3.4798 -5.5964
H -1.1271 2.0531 -7.5673
H 1.1632 1.4166 -8.2465
H 3.1045 2.2715 -6.9720
H 2.7649 3.7397 -5.0342
H 0.3858 -1.3581 -3.8397
H -1.3399 -2.3991 -5.2558
H -3.4856 -1.2364 -5.6474
H -3.8943 0.9830 -4.6404
H -2.1253 2.0520 -3.2578
C -2.7739 4.8529 0.7190
C -3.8805 4.6825 -0.1032
C -4.1408 3.4405 -0.6390
C -3.2999 2.3619 -0.3581
N -2.2128 2.5450 0.4238
C -1.9717 3.7587 0.9401
C -3.5306 0.9928 -0.8870
C -4.7691 0.6708 -1.4476
C -4.9834 -0.5937 -1.9672
C -3.9563 -1.5320 -1.9281
C -2.7412 -1.2085 -1.3381
C -2.4921 0.0558 -0.7953
H -2.5288 5.8069 1.1616
H -4.5313 5.5164 -0.3295
H -4.9847 3.3031 -1.2968
H -1.0862 3.8459 1.5544
H -5.5817 1.3850 -1.4705
H -5.9429 -0.8452 -2.3991
H -4.1118 -2.5179 -2.3498
H -1.9625 -1.9645 -1.3044
S -0.1540 -2.8791 0.7586
C -0.4293 -4.4318 0.2636
N -1.6167 -5.0395 0.1380
C -1.6176 -6.4822 -0.0644
C -0.2891 -6.7962 -0.7513
S 0.8629 -5.5244 -0.1625
H -2.4324 -4.5459 0.4692
H -2.4626 -6.7703 -0.6882
H -1.6968 -7.0021 0.8939
H -0.3732 -6.7429 -1.8354
H 0.0819 -7.7777 -0.4671
*
```

The value obtained for the highest occupied orbital energy is -9.54 eV. Its energy above the lowest of the compared OMol25 structures with the same formula, charge and spin is 0.774 eV.



[3]
The following is a quantum chemistry calculation of 2 unconnected molecules or ions with the total composition C54H66N5, from the Open Molecules 2025 dataset.

```
! RIJCOSX wB97M-V def2-TZVPD def2/J DEFGRID3
* xyz 1 1
C -2.3078 -3.2180 -2.4894
C -1.2675 -2.1259 -2.7156
C -1.7125 -1.1154 -3.7683
C 0.0957 -2.7344 -3.0260
C 0.4702 -3.0073 -4.3415
C 1.6641 -3.6758 -4.6061
C 2.5101 -4.0352 -3.5612
C 2.1787 -3.7329 -2.2417
C 3.1549 -4.1039 -1.1247
C 4.4323 -3.2706 -1.1975
C 3.4550 -5.6034 -1.1060
C 0.9654 -3.0774 -1.9814
N 0.5960 -2.7492 -0.6138
N -0.0907 -3.6201 0.1602
N -0.3529 -2.9394 1.3183
C -0.9076 -3.6367 2.4702
C -0.0533 -4.3263 3.3406
C 1.4259 -4.4775 3.0008
C 1.6147 -5.5485 1.9357
C 2.2912 -4.7506 4.2300
C -0.6051 -4.9376 4.4686
C -1.9778 -4.8995 4.6941
C -2.8184 -4.2438 3.8017
C -2.2896 -3.6016 2.6801
C -3.2204 -2.9254 1.6742
C -4.3136 -2.1097 2.3613
C -3.7978 -3.9459 0.6976
C 0.2373 -1.6866 1.2876
C 0.3118 -0.8512 2.4589
C 1.5605 -0.2890 2.8287
C 1.7050 0.3809 4.0456
C 0.5933 0.5753 4.8747
C -0.6698 0.1026 4.4829
C -0.8119 -0.5961 3.2887
C 0.7954 -1.5149 0.0227
C 1.4371 -0.4587 -0.5920
H -1.9405 -3.9500 -1.7599
H -3.2417 -2.7858 -2.1107
H -2.5224 -3.7490 -3.4266
H -1.1527 -1.5744 -1.7754
H -0.9138 -0.3871 -3.9434
H -1.9531 -1.6113 -4.7144
H -2.5989 -0.5763 -3.4157
H -0.1892 -2.7144 -5.1609
H 1.9258 -3.9320 -5.6330
H 3.4420 -4.5705 -3.7591
H 2.6406 -3.8470 -0.1922
H 4.1758 -2.2079 -1.1194
H 5.1095 -3.5301 -0.3750
H 4.9526 -3.4336 -2.1498
H 2.5234 -6.1693 -0.9949
H 3.9398 -5.9256 -2.0351
H 4.1092 -5.8484 -0.2607
H 1.7570 -3.5143 2.5817
H 1.0353 -5.3010 1.0402
H 2.6704 -5.6431 1.6576
H 1.2580 -6.5204 2.3012
H 2.1503 -3.9656 4.9791
H 2.0371 -5.7151 4.6802
H 3.3478 -4.7671 3.9473
H 0.0429 -5.4468 5.1841
H -2.3969 -5.3970 5.5730
H -3.8925 -4.2078 3.9803
H -2.5952 -2.2292 1.1014
H -3.8901 -1.4706 3.1427
H -4.8184 -1.4677 1.6315
H -5.0541 -2.7696 2.8243
H -2.9977 -4.5709 0.2860
H -4.5124 -4.6038 1.2062
H -4.3085 -3.4435 -0.1314
H 2.4003 -0.4285 2.1435
H 2.6840 0.7645 4.3379
H 0.6975 1.1193 5.8138
H -1.5482 0.2954 5.1069
H -1.7909 -0.9450 2.9459
H 1.6374 0.4155 -0.0010
H 1.6462 -0.5452 -1.6513
C -6.7762 2.4225 -0.8056
C -6.9000 3.1994 0.5130
C -5.4712 3.3358 1.0772
N -4.5946 2.8088 0.0446
C -3.2276 2.8604 0.1013
C -2.5383 2.7568 1.3404
C -1.1584 2.6691 1.3698
C -0.3837 2.9693 0.2105
C 1.0488 3.0610 0.2113
C 1.7562 4.1512 -0.3603
C 1.1337 5.4170 -0.6301
C 1.8655 6.4911 -1.0969
C 3.1954 6.3025 -1.5502
N 3.8305 7.2238 -2.3560
C 4.5885 6.7829 -3.5167
C 5.1939 8.0525 -4.1235
C 4.9809 9.1765 -3.1017
C 4.1279 8.5914 -1.9582
C 3.8476 5.0732 -1.2409
C 3.1669 4.0522 -0.6127
C -1.0997 3.1952 -1.0081
C -2.4662 3.0272 -1.0861
C -5.2842 2.4129 -1.1655
H -7.1141 1.3929 -0.6610
H -7.3605 2.8787 -1.6075
H -7.3136 4.1971 0.3324
H -7.5433 2.6781 1.2262
H -5.2533 4.3992 1.2970
H -5.3603 2.7896 2.0297
H -3.1344 2.7066 2.2553
H -0.6452 2.4326 2.3019
H 1.6352 2.2937 0.7261
H 0.0747 5.5432 -0.4140
H 1.4171 7.4862 -1.1997
H 5.3764 6.0753 -3.2120
H 3.9344 6.2624 -4.2382
H 6.2505 7.8885 -4.3420
H 4.6716 8.2865 -5.0541
H 5.9377 9.5271 -2.7030
H 4.4622 10.0212 -3.5614
H 3.2120 9.1758 -1.7802
H 4.7123 8.6069 -1.0177
H 4.9097 4.9782 -1.4656
H 3.6904 3.1347 -0.3246
H -0.5434 3.4653 -1.9096
H -2.9664 3.1233 -2.0519
H -4.9569 1.4146 -1.5060
H -5.0924 3.1295 -1.9882
*
```

The value obtained for the highest occupied orbital energy is -7.94 eV. Its energy above the lowest of the compared OMol25 structures with the same formula, charge and spin is 0.564 eV.